Record 1
The following is a DFT calculation (ωB97M-V/def2-TZVPD) of C34H63B2NO36P5Zr as an isolated structure at a distorted geometry.

Structure (ORCA input):
```
! RIJCOSX wB97M-V def2-TZVPD def2/J DEFGRID3
* xyz -1 1
Zr -1.2826 0.5855 0.9093
O -5.0483 4.9318 -5.8904
C -4.3951 4.9442 -4.8821
O -4.4079 4.1733 -3.8235
B -3.4125 4.6188 -2.8124
O -2.7124 5.7450 -3.5210
C -3.2910 5.9600 -4.6997
O -2.9790 6.7759 -5.5185
O -2.5791 3.4853 -2.3845
C -2.6112 3.4392 -1.1016
O -2.0163 2.6761 -0.3662
C -3.6526 4.4398 -0.5351
O -4.0550 5.1558 -1.5942
O -3.9191 4.5316 0.6162
O 2.0632 -2.3384 -6.5357
C 2.3874 -2.1216 -5.4119
O 1.7033 -2.3589 -4.2900
B 2.4469 -1.8718 -3.1119
O 3.5906 -1.1156 -3.6897
C 3.6541 -1.3206 -4.9807
O 4.4703 -0.8769 -5.7441
O 1.5762 -0.9387 -2.3775
C 1.5677 -1.3192 -1.1131
O 0.8226 -0.9019 -0.2699
C 2.5281 -2.5001 -0.8974
O 3.0123 -2.7987 -2.0916
O 2.8217 -2.9948 0.1526
P -3.8853 0.5004 1.9569
O -3.2530 0.4057 0.5439
O -5.0000 -0.4525 2.4240
O -4.6198 1.8087 2.2021
O -2.4605 0.3546 2.5474
C -0.2287 4.9648 2.8683
C -0.5735 3.6039 2.4706
N -0.9575 2.5924 2.1093
H 0.7303 5.1951 2.4126
H -0.0342 4.9672 3.9425
H -1.1122 5.5617 2.6503
C 3.8110 4.9946 1.3370
C 2.7340 4.7212 0.3138
O 2.0740 3.5192 0.6956
P 1.6488 2.3723 -0.3870
O 0.4667 1.6021 -0.0118
O 1.5461 3.1545 -1.7630
C 1.0273 2.4941 -2.9710
C 2.1985 2.3934 -3.9322
O 3.0016 1.5082 -0.4453
C 4.2252 2.0654 -0.9567
C 4.9609 0.9084 -1.6568
H 4.5160 4.1707 1.4035
H 4.2853 5.9356 1.0444
H 3.4069 5.2357 2.3220
H 1.9422 5.4753 0.2400
H 3.1286 4.7357 -0.7054
H 0.6633 1.5132 -2.6759
H 0.2721 3.2075 -3.2910
H 3.0742 1.8758 -3.5479
H 1.8066 1.9518 -4.8514
H 2.5420 3.3862 -4.2328
H 4.0193 2.8369 -1.6993
H 4.8080 2.5224 -0.1577
H 5.5606 1.2769 -2.4857
H 5.6612 0.4627 -0.9410
H 4.3319 0.0446 -1.8567
C -1.6766 0.3867 -6.0541
C -0.6694 -0.1763 -5.0660
O -0.9687 0.4096 -3.7682
P -1.6193 -0.4680 -2.6052
O -1.4599 0.0938 -1.2370
O -1.1267 -1.9670 -2.8239
C -1.7138 -3.0810 -2.1515
C -0.6970 -4.2052 -2.0183
O -3.1547 -0.5547 -2.9940
C -3.9771 0.6092 -3.0836
C -5.1719 0.4186 -3.9927
H -2.6912 0.0312 -5.8665
H -1.7216 1.4720 -5.9384
H -1.4854 0.2121 -7.1129
H -0.6712 -1.2613 -5.0073
H 0.3067 0.1832 -5.3910
H -1.9013 -2.6929 -1.1453
H -2.6125 -3.4379 -2.6530
H -1.1454 -5.0868 -1.5655
H -0.3275 -4.3911 -3.0284
H 0.1232 -3.8691 -1.3830
H -4.2423 0.9908 -2.0972
H -3.4051 1.3674 -3.6245
H -4.8848 0.0376 -4.9746
H -6.0053 -0.2179 -3.6848
H -5.6616 1.3850 -4.1278
C 0.9552 2.1793 5.6182
C 0.9910 0.6526 5.4033
O 1.8957 0.4473 4.3188
P 1.5277 -0.3620 2.9981
O 0.3117 0.1237 2.2980
O 2.7854 -0.3034 2.0247
C 4.1334 -0.2167 2.5113
C 4.5429 1.2347 2.7754
O 1.4920 -1.9037 3.4120
C 2.4559 -2.5077 4.2803
C 1.7451 -3.5320 5.1453
H 0.7307 2.4641 6.6465
H 1.8460 2.6887 5.2527
H 0.1427 2.6135 5.0303
H 1.3850 0.1722 6.2985
H -0.0368 0.3490 5.2044
H 4.3904 -0.8275 3.3761
H 4.7218 -0.6168 1.6849
H 3.8677 1.8962 2.2320
H 4.3910 1.3947 3.8432
H 5.5524 1.5015 2.4667
H 3.2775 -2.9742 3.7369
H 2.8781 -1.7964 4.9939
H 0.9608 -3.0352 5.7211
H 1.3086 -4.3649 4.5982
H 2.3949 -3.9156 5.9349
C -2.3240 -3.2074 5.4212
C -1.9542 -2.2177 4.3107
O -1.2515 -2.9776 3.3284
P -1.5990 -2.8862 1.7626
O -1.3566 -1.5753 1.1493
O -0.7650 -4.1234 1.1496
C 0.2898 -4.7697 1.8787
C 0.8932 -5.8201 0.9414
O -3.1131 -3.3366 1.6107
C -3.5572 -4.5197 2.2766
C -3.7627 -5.6346 1.2568
H -2.7648 -2.7863 6.3254
H -3.0307 -3.9568 5.0692
H -1.4039 -3.7087 5.7374
H -2.9357 -1.8927 3.9559
H -1.3228 -1.4320 4.7182
H 1.0870 -4.1147 2.2267
H -0.1539 -5.2609 2.7466
H 1.3752 -6.6170 1.5080
H 0.1045 -6.3508 0.4008
H 1.5145 -5.3725 0.1682
H -2.8629 -4.8418 3.0517
H -4.4931 -4.2082 2.7429
H -2.7661 -6.0055 1.0003
H -4.2995 -6.5353 1.5559
H -4.2337 -5.2695 0.3449
*
```

The calculation puts the calculated total energy at -5901.5283 hartree. Its energy above the lowest of the compared OMol25 structures with the same formula, charge and spin is 82.9 kJ/mol. The calculation puts the LUMO energy at 1.3100 eV. The molecular weight comes out at 1329.57 g/mol. The value obtained for the orbital gap is 4.425 eV.

Record 2
The following is a DFT calculation (ωB97M-V/def2-TZVPD) of a 6-piece molecular cluster, C34H63N3O21 overall at a distorted geometry.

Structure (ORCA input):
```
! RIJCOSX wB97M-V def2-TZVPD def2/J DEFGRID3
* xyz 0 1
C 5.2727 3.5472 3.8567
C 4.1117 4.6704 4.0768
C 2.9376 4.6015 2.9754
N 1.6588 3.9973 3.4607
C 1.5134 2.5601 3.0980
C 1.5325 2.1226 1.5592
C 1.5149 0.5465 1.3025
O 0.4761 0.0792 0.7275
N 2.6023 -0.4000 1.6242
C 2.1440 -1.5331 2.4868
C 3.0361 -1.0603 0.3234
O 2.4698 1.9146 4.0152
C 2.0990 2.3099 5.3629
O 2.8221 2.4495 6.3622
O 0.6719 2.5286 5.2570
C 0.1735 2.1552 3.9466
N -0.2848 0.7441 3.9069
C -0.4160 0.1415 5.2626
C 0.7383 -0.9175 5.6770
O -1.3357 0.4408 6.0712
C -1.5692 0.5827 3.2037
C -2.3459 -0.8297 3.4006
O -2.1102 1.4446 2.4617
H 5.2396 2.7109 4.6376
H 5.1004 3.1188 2.8114
H 6.2675 4.1295 3.8633
H 4.6098 5.7087 3.9515
H 3.6961 4.6534 5.1484
H 3.3668 4.1349 2.0246
H 2.6908 5.7016 2.7064
H 0.8648 4.5670 3.1363
H 2.4170 2.5467 0.9588
H 0.5881 2.5779 1.0695
H 2.7051 -2.4745 2.1134
H 1.0270 -1.7865 2.3838
H 2.4314 -1.4266 3.5925
H 2.1962 -1.7646 -0.0555
H 3.9724 -1.7098 0.5208
H 3.2247 -0.2558 -0.4658
H -0.5434 2.9999 3.6738
H 1.7535 -0.4115 5.4397
H 0.6691 -1.8404 5.0103
H 0.7205 -1.1398 6.7957
H -3.1033 -0.9751 2.5572
H -1.5229 -1.6305 3.4224
H -2.8602 -0.8809 4.4353
C 0.1829 5.4993 6.6199
C 0.4837 5.5825 8.1043
O 1.7074 6.2897 8.3461
C 1.6394 7.6243 8.2266
O 0.6548 8.2654 7.9439
O 2.8663 8.1280 8.4502
C 2.9557 9.5369 8.2522
H 1.0304 5.0687 6.0808
H -0.7027 4.8872 6.4384
H 0.0070 6.4904 6.1944
H 0.6211 4.5734 8.5012
H -0.3413 6.0378 8.6603
H 2.2058 10.0701 8.8408
H 2.8482 9.7710 7.1906
H 3.9447 9.8599 8.5800
C -0.0397 -3.6995 -4.6171
C -0.6199 -2.4376 -5.2279
O -1.6154 -1.8590 -4.3743
C -1.1479 -1.1950 -3.3045
O 0.0155 -1.0444 -3.0124
O -2.1990 -0.7474 -2.5975
C -1.8410 -0.1083 -1.3720
H -0.8361 -4.4038 -4.3634
H 0.6540 -4.1807 -5.3094
H 0.4971 -3.4818 -3.6910
H -1.1199 -2.6887 -6.1669
H 0.1588 -1.7062 -5.4632
H -1.1175 0.6928 -1.5371
H -1.4443 -0.8447 -0.6706
H -2.7444 0.3272 -0.9427
C -3.2721 0.2041 8.5680
C -3.6964 -0.7601 9.6599
O -5.0495 -0.5182 10.0689
C -5.9973 -0.9625 9.2293
O -5.8099 -1.5406 8.1847
O -7.1968 -0.6300 9.7379
C -8.2939 -0.9556 8.8875
H -3.4368 1.2374 8.8841
H -2.2177 0.0707 8.3226
H -3.8563 0.0545 7.6574
H -3.0700 -0.6040 10.5421
H -3.5669 -1.8022 9.3532
H -8.2748 -2.0090 8.5989
H -8.2819 -0.3149 8.0029
H -9.2149 -0.7663 9.4403
C 4.2160 -5.1565 -9.9786
C 3.7961 -6.1287 -8.8919
O 2.4443 -5.8912 -8.4785
C 1.4948 -6.3315 -9.3193
O 1.6824 -6.9036 -10.3712
O 0.2943 -6.0027 -8.8040
C -0.8031 -6.3225 -9.6530
H 4.0505 -4.1256 -9.6553
H 5.2709 -5.2869 -10.2274
H 3.6294 -5.3016 -10.8887
H 4.4243 -5.9773 -8.0103
H 3.9265 -7.1685 -9.2056
H -0.7829 -7.3736 -9.9493
H -0.7933 -5.6745 -10.5326
H -1.7250 -6.1398 -9.0995
C -3.6736 -1.3673 -14.7120
C -3.7618 -2.2309 -13.4676
O -2.8615 -3.3438 -13.5443
C -1.5679 -3.0595 -13.3252
O -1.1114 -1.9704 -13.0698
O -0.8601 -4.1939 -13.4657
C 0.5501 -4.0107 -13.3595
H -3.8282 -1.9716 -15.6094
H -4.4212 -0.5723 -14.6846
H -2.6876 -0.9066 -14.8059
H -4.7691 -2.6479 -13.3888
H -3.5812 -1.6507 -12.5579
H 0.8172 -3.5017 -12.4304
H 0.9187 -3.4528 -14.2232
H 1.0198 -4.9953 -13.3581
*
```

The calculation puts the calculated total energy at -3077.5405 hartree. Its energy above the lowest of the compared OMol25 structures with the same formula, charge and spin is 0.0 kJ/mol. The calculation puts the LUMO energy at 0.1081 eV. The molecular weight comes out at 849.88 g/mol. As for the structure (SMILES): CCCN[C@@]1(CC(=O)N(C)C)OC(=O)O[C@@H]1N(C(C)=O)C(C)=O.CCOC(=O)OC.CCOC(=O)OC.CCOC(=O)OC.CCOC(=O)OC.CCOC(=O)OC. The value obtained for the orbital gap is 9.688 eV.

Record 3
The following is a DFT calculation (ωB97M-V/def2-TZVPD) of a 4-piece molecular cluster, C34H65BrN5O10P2S3 overall at a distorted geometry.

Structure (ORCA input):
```
! RIJCOSX wB97M-V def2-TZVPD def2/J DEFGRID3
* xyz 1 1
C -2.0203 -3.2847 3.3848
O -1.0857 -3.5693 2.3315
C -0.0106 -2.6076 2.3241
C 0.9193 -2.7698 1.1066
C 0.5056 -2.4807 -0.3754
C 0.1866 -1.0569 -0.9512
C -1.4158 -0.8592 -0.9707
C -2.2576 -1.5884 0.1321
C -2.7655 -3.0443 -0.2006
Br -4.0269 -0.5735 0.0446
C 0.5604 0.1073 0.0828
C 2.0770 0.5817 0.1866
C 2.4464 0.4746 1.7337
C 3.9133 0.7876 2.1639
O 4.5949 -0.1811 2.4729
C 4.6035 2.1669 2.3061
C 4.4330 3.1060 3.4116
C 5.1635 4.3700 3.3831
C 6.0732 4.7321 2.3055
C 6.2565 3.8036 1.1917
C 5.5382 2.5270 1.2187
P 2.3861 2.4470 -0.1569
P 1.0450 3.6891 1.0385
O 1.7258 4.2718 2.2313
O -0.3443 2.9437 1.5780
O 0.5492 5.0186 0.1369
C 2.8676 -0.3325 -0.7866
N 4.3479 -0.0427 -0.8493
C 2.2740 -0.5625 -2.2566
C 2.9924 0.4001 -3.2741
C 2.6710 0.2767 -4.7953
N 2.6115 1.2785 -5.5898
N 0.7524 -0.7798 -2.3710
C 0.6636 -2.0331 -3.2460
C -0.5849 -2.9450 -3.3778
N -1.3861 -2.7973 -4.6432
N 0.0150 0.2206 -2.9734
C -0.8190 0.1231 -4.1653
C -0.4565 0.0087 -5.6792
O -2.0113 0.3325 -4.0265
C -0.0036 1.6478 -2.7734
C -1.0788 2.5560 -2.0254
O 0.6452 2.3629 -3.5189
H -2.8942 -3.9755 3.2378
H -2.3502 -2.2152 3.3069
H -1.5100 -3.4986 4.3705
H 0.5957 -2.8789 3.2478
H -0.4346 -1.5926 2.5537
H 1.1686 -3.8788 1.1024
H 1.9283 -2.3269 1.3566
H -0.1839 -3.3047 -0.7087
H 1.4911 -2.7974 -0.8522
H -1.6996 0.2207 -0.8288
H -1.9055 -1.1394 -1.9320
H -2.0025 -1.3833 1.1920
H -3.1004 -3.0557 -1.2897
H -2.0592 -3.8715 0.0428
H -3.7089 -3.1854 0.3985
H -0.0014 1.0569 -0.0815
H 0.1999 -0.2252 1.0991
H 2.1485 -0.4874 2.2155
H 1.7959 1.2526 2.2475
H 3.7515 2.8028 4.2413
H 4.9817 5.0532 4.2519
H 6.5764 5.7298 2.3766
H 6.9594 4.0820 0.3706
H 5.7241 1.8554 0.3439
H 2.0381 2.7840 -1.4990
H -0.1835 2.2787 2.2693
H -0.3521 4.8525 -0.2026
H 2.9182 -1.3368 -0.2589
H 4.6854 -0.7531 -1.5209
H 4.7877 -0.3996 0.0143
H 2.8715 -1.4954 -2.4841
H 4.1033 0.1805 -3.3075
H 2.9733 1.4576 -2.8850
H 2.5549 -0.7171 -5.3144
H 2.7714 2.1235 -5.0133
H 1.4266 -2.8033 -2.9385
H 1.0418 -1.8279 -4.2884
H -0.2732 -4.0323 -3.4844
H -1.3104 -3.0186 -2.5327
H -1.7585 -3.7003 -4.9283
H -2.1601 -2.1791 -4.3870
H -1.3327 -0.2570 -6.3258
H 0.3758 -0.6766 -5.9481
H -0.1386 1.0450 -6.0041
H -0.7612 2.8500 -0.9981
H -2.0579 1.9909 -2.0442
H -1.2920 3.4944 -2.5919
C -3.1508 -6.9014 -1.3723
S -3.1418 -6.0413 -2.9549
O -3.1134 -4.5731 -2.6644
C -4.8312 -6.4665 -3.4099
H -2.1895 -6.7369 -0.8855
H -3.9493 -6.5095 -0.7408
H -3.2927 -7.9695 -1.5402
H -5.5231 -6.1021 -2.6496
H -4.9183 -7.5486 -3.5116
H -5.0595 -5.9938 -4.3647
C -3.8446 3.2171 1.4656
S -4.3352 2.9359 3.1789
O -4.1784 1.4792 3.4547
C -6.0904 3.2523 2.9221
H -2.7731 3.0355 1.3802
H -4.3816 2.5337 0.8050
H -4.0582 4.2513 1.1904
H -6.4855 2.5656 2.1723
H -6.2304 4.2846 2.5991
H -6.6092 3.0954 3.8671
C -0.2123 4.1020 4.8607
S 0.6256 3.9486 6.4472
O 1.9937 3.4203 6.1772
C -0.3723 2.5751 7.0539
H 0.2780 4.8876 4.2870
H -0.1451 3.1604 4.3156
H -1.2580 4.3699 5.0224
H -0.2979 1.7300 6.3676
H -1.4111 2.8938 7.1478
H 0.0060 2.2817 8.0326
*
```

The calculation puts the calculated total energy at -6811.4032 hartree. The calculation puts the LUMO energy at -3.4006 eV. The molecular weight comes out at 941.97 g/mol. The value obtained for the orbital gap is 6.953 eV.